Here is 8 unconnected molecules or ions with the total composition C34H80O33P8 at a distorted geometry from the OMol25 dataset. Energies are from ωB97M-V/def2-TZVPD.

The gap between HOMO and LUMO is 6.99 eV. The calculation puts the calculated total energy at -178436.7679 eV. The calculation puts the lowest unoccupied orbital energy at -1.314 eV. The SMILES is CCCC1=CC(=O)C(COC(C)=O)=C(P(C)O)C1=O.COP(=O)(OC)OC.COP(=O)(OC)OC.COP(=O)(OC)OC.COP(=O)(OC)OC.COP(=O)(OC)OC.COP(=O)(OC)OC.COP(=O)(OC)OC. The strongest force on any atom comes out at 0.1305 hartree/bohr.

```
! wB97M-V def2-TZVPD RIJCOSX def2/J DEFGRID3
* xyz 0 1
C 2.588 -3.124 1.655
C 1.304 -2.549 1.046
C 1.423 -1.063 0.672
C 0.198 -0.684 -0.137
C 0.140 -1.004 -1.431
C -1.078 -0.677 -2.202
O -1.041 -0.622 -3.416
C -2.332 -0.366 -1.457
C -3.606 -0.471 -2.256
O -4.480 -1.542 -1.841
C -3.849 -2.634 -1.330
C -4.094 -3.000 0.110
O -3.095 -3.300 -1.993
C -2.275 -0.009 -0.166
P -3.634 0.503 0.941
C -3.298 2.299 1.161
O -5.073 0.510 0.154
C -0.938 0.008 0.528
O -0.802 0.545 1.605
H 2.601 -4.197 1.456
H 2.602 -3.025 2.739
H 3.461 -2.685 1.177
H 0.439 -2.661 1.703
H 1.086 -3.110 0.134
H 1.388 -0.428 1.560
H 2.333 -0.839 0.118
H 0.967 -1.498 -1.922
H -3.340 -0.674 -3.293
H -4.151 0.469 -2.246
H -3.278 -2.615 0.722
H -5.039 -2.629 0.499
H -4.055 -4.084 0.168
H -3.593 2.627 2.152
H -2.234 2.465 1.009
H -3.832 2.831 0.372
H -5.737 0.026 0.651
C -3.689 -8.053 6.219
O -3.087 -8.016 4.912
P -2.138 -6.723 4.512
O -2.979 -5.960 3.556
O -0.966 -7.604 3.866
C -1.278 -8.489 2.794
O -1.057 -5.665 5.091
C -1.578 -4.504 5.767
H -4.297 -8.951 6.278
H -2.926 -8.095 6.999
H -4.328 -7.180 6.373
H -2.110 -8.117 2.196
H -1.522 -9.477 3.184
H -0.394 -8.570 2.165
H -2.392 -4.768 6.441
H -1.938 -3.792 5.026
H -0.771 -4.058 6.342
C -6.169 -0.774 7.368
O -5.306 -0.515 6.245
P -4.228 0.741 6.336
O -4.796 1.728 5.377
O -3.025 -0.136 5.736
C -3.230 -0.762 4.472
O -3.129 1.658 7.115
C -3.637 2.790 7.833
H -6.819 -1.603 7.102
H -5.589 -1.052 8.250
H -6.784 0.102 7.591
H -3.912 -0.183 3.854
H -3.626 -1.772 4.601
H -2.272 -0.833 3.959
H -4.505 2.535 8.440
H -3.915 3.558 7.113
H -2.849 3.157 8.485
C -2.507 9.410 4.801
O -3.190 8.159 4.608
P -2.978 7.354 3.177
O -4.270 7.553 2.476
O -2.760 5.919 3.854
C -3.767 5.379 4.702
O -1.898 6.990 2.025
C -1.693 7.954 0.974
H -2.797 9.799 5.773
H -1.424 9.270 4.788
H -2.796 10.129 4.030
H -4.765 5.715 4.419
H -3.570 5.661 5.738
H -3.734 4.293 4.622
H -1.626 8.969 1.365
H -2.514 7.890 0.262
H -0.760 7.701 0.478
C -4.779 5.077 -4.224
O -3.547 5.816 -4.116
P -2.125 4.977 -4.034
O -1.715 5.132 -2.616
O -1.355 5.910 -5.088
C -1.259 7.306 -4.831
O -1.351 3.668 -4.584
C -1.613 2.421 -3.905
H -5.595 5.793 -4.228
H -4.809 4.505 -5.153
H -4.900 4.405 -3.371
H -1.245 7.516 -3.761
H -2.096 7.830 -5.294
H -0.333 7.663 -5.277
H -2.678 2.296 -3.707
H -1.062 2.396 -2.966
H -1.276 1.612 -4.546
C -1.432 -3.718 -7.455
O -0.184 -4.406 -7.258
P 0.306 -4.715 -5.708
O 1.422 -3.759 -5.502
O 0.739 -6.234 -6.005
C 1.706 -6.486 -7.016
O -0.222 -5.119 -4.238
C -0.713 -4.040 -3.405
H -1.566 -3.574 -8.524
H -2.268 -4.307 -7.073
H -1.414 -2.741 -6.965
H 2.409 -5.657 -7.115
H 1.212 -6.658 -7.974
H 2.251 -7.385 -6.738
H -1.347 -3.361 -3.969
H 0.136 -3.493 -2.998
H -1.289 -4.476 -2.602
C 9.725 -3.849 1.571
O 8.816 -3.338 0.580
P 8.218 -1.803 0.760
O 6.805 -2.026 1.153
O 8.458 -1.427 -0.783
C 7.878 -2.244 -1.796
O 8.547 -0.265 1.165
C 8.406 0.094 2.553
H 9.972 -4.872 1.297
H 10.645 -3.262 1.596
H 9.258 -3.849 2.559
H 6.950 -2.711 -1.466
H 8.585 -3.018 -2.095
H 7.668 -1.614 -2.658
H 8.831 -0.662 3.211
H 7.351 0.227 2.786
H 8.935 1.031 2.703
C 4.133 2.621 -5.015
O 5.419 2.053 -4.698
P 6.770 2.697 -5.397
O 7.166 1.675 -6.396
O 7.630 2.723 -4.044
C 7.822 1.503 -3.334
O 7.456 4.082 -5.887
C 7.094 4.562 -7.196
H 3.378 2.042 -4.491
H 4.073 3.659 -4.683
H 3.943 2.563 -6.089
H 7.822 0.645 -4.007
H 7.036 1.379 -2.589
H 8.779 1.553 -2.820
H 6.023 4.481 -7.374
H 7.632 3.992 -7.951
H 7.384 5.609 -7.251
*
```



Here is 2 unconnected molecules or ions with the total composition C9H14 at a distorted geometry from the OMol25 dataset. Energies are from ωB97M-V/def2-TZVPD.

The gap between HOMO and LUMO is 9.97 eV. The calculation puts the calculated total energy at -9557.6151 eV. The calculation puts the lowest unoccupied orbital energy at 1.012 eV. The SMILES is Cc1ccccc1.CC. The strongest force on any atom comes out at 0.1620 hartree/bohr. Its energy above the lowest of the compared OMol25 structures with the same formula, charge and spin is 2.5663 eV.

```
! wB97M-V def2-TZVPD RIJCOSX def2/J DEFGRID3
* xyz 0 1
C 0.591 0.553 1.963
C 0.873 -0.014 0.561
C 1.343 0.863 -0.440
C 1.669 0.404 -1.736
C 1.362 -0.911 -1.935
C 1.016 -1.772 -0.960
C 0.912 -1.382 0.339
H 0.351 1.585 1.931
H 1.341 0.281 2.466
H -0.336 0.044 2.343
H 1.584 1.930 -0.116
H 2.027 1.066 -2.381
H 1.516 -1.327 -2.875
H 0.590 -2.675 -1.315
H 0.524 -1.976 1.142
C -3.379 0.661 1.384
C -2.650 1.004 -0.049
H -4.437 0.775 1.289
H -3.322 -0.388 1.707
H -2.874 1.344 1.981
H -3.226 1.652 -0.667
H -2.577 0.114 -0.702
H -1.586 1.132 0.430
*
```



Here is a molecular structure, C22H30AsCaCl2N2O6 at a distorted geometry from the OMol25 dataset. Energies are from ωB97M-V/def2-TZVPD.

The gap between HOMO and LUMO is 7.08 eV. The calculation puts the calculated total energy at -142887.5343 eV. The calculation puts the lowest unoccupied orbital energy at -3.604 eV. The strongest force on any atom comes out at 0.0206 hartree/bohr. Its energy above the lowest of the compared OMol25 structures with the same formula, charge and spin is 0.2613 eV.

```
! wB97M-V def2-TZVPD RIJCOSX def2/J DEFGRID3
* xyz 1 1
Ca -1.257 -0.292 0.765
O -4.786 1.207 3.586
C -3.705 0.749 2.966
O -3.712 -0.096 2.104
C -2.437 1.411 3.448
C -2.406 2.543 4.246
C -1.176 3.110 4.527
C -0.030 2.538 3.989
C -0.168 1.398 3.223
N -1.345 0.832 2.970
C 0.983 0.657 2.548
O 2.209 1.129 2.655
O 0.769 -0.353 1.913
H -5.552 0.760 3.196
H -3.325 2.976 4.612
H -1.109 4.001 5.134
H 0.930 3.002 4.175
H 2.236 1.952 3.157
C 1.584 2.097 -0.857
As 0.911 0.300 -1.248
C 0.169 0.663 -3.008
C 2.599 -0.587 -1.738
C 3.556 0.237 -2.547
C 3.487 0.262 -3.938
C 4.356 1.050 -4.681
C 5.316 1.822 -4.041
C 5.409 1.790 -2.655
C 4.537 1.003 -1.919
H 1.971 2.537 -1.774
H 2.394 2.044 -0.130
H 0.777 2.715 -0.469
H 0.915 1.134 -3.645
H -0.677 1.339 -2.881
H -0.179 -0.258 -3.474
H 2.298 -1.485 -2.280
H 3.054 -0.907 -0.800
H 2.756 -0.354 -4.448
H 4.289 1.054 -5.762
H 5.996 2.435 -4.617
H 6.167 2.374 -2.148
H 4.626 0.971 -0.838
C -1.806 -2.891 2.240
C -2.542 -3.164 0.942
O -2.508 -1.995 0.096
C -3.439 -2.095 -1.006
C -3.362 -0.829 -1.814
H -1.834 -3.783 2.866
H -2.283 -2.085 2.800
H -0.748 -2.662 2.081
H -3.587 -3.404 1.142
H -2.091 -3.994 0.397
H -4.434 -2.255 -0.587
H -3.166 -2.973 -1.594
H -3.566 0.058 -1.210
H -4.104 -0.866 -2.612
H -2.383 -0.705 -2.282
Cl -0.435 -5.779 -1.150
C 0.976 -4.961 -0.492
Cl 0.755 -3.201 -0.371
H 1.817 -5.132 -1.151
H 1.165 -5.338 0.505
O -1.518 3.796 1.216
C -1.627 2.771 0.620
N -1.713 1.723 0.049
*
```



Here is a molecular structure, C43H35ClMoN6O3S3 from the OMol25 dataset. Energies are from ωB97M-V/def2-TZVPD.

The gap between HOMO and LUMO is 6.78 eV. The calculation puts the calculated total energy at -107127.8831 eV. The calculation puts the lowest unoccupied orbital energy at -0.447 eV. The strongest force on any atom comes out at 0.0122 hartree/bohr. Its energy above the lowest of the compared OMol25 structures with the same formula, charge and spin is 0.0000 eV.

```
! wB97M-V def2-TZVPD RIJCOSX def2/J DEFGRID3
* xyz 0 1
Mo -0.254 0.479 0.858
Cl -3.239 -6.307 -0.281
C -2.523 -4.723 -0.366
C -3.338 -3.593 -0.342
C -2.769 -2.339 -0.399
C -1.373 -2.176 -0.466
O -0.859 -0.967 -0.466
C -0.559 -3.326 -0.520
C 0.896 -3.285 -0.662
N 1.624 -2.243 -0.650
C 3.005 -2.440 -0.836
C 3.813 -2.841 0.197
C 5.209 -2.956 0.025
C 5.785 -2.685 -1.182
C 4.975 -2.296 -2.276
C 5.507 -2.043 -3.564
C 4.668 -1.701 -4.582
C 3.283 -1.612 -4.312
N 2.749 -1.827 -3.140
C 3.579 -2.166 -2.115
C -1.156 -4.591 -0.473
H -4.412 -3.709 -0.277
H -3.375 -1.442 -0.363
H 1.354 -4.271 -0.814
H 3.367 -3.049 1.161
H 5.818 -3.266 0.864
H 6.854 -2.777 -1.324
H 6.575 -2.135 -3.725
H 5.035 -1.496 -5.578
H 2.602 -1.335 -5.111
H -0.533 -5.476 -0.521
C 0.363 2.045 5.312
C 0.478 1.835 3.827
S -0.918 1.217 2.994
C 1.545 2.207 3.104
C 2.761 2.895 3.646
S 1.447 1.943 1.382
H -0.566 1.628 5.694
H 0.384 3.107 5.564
H 1.190 1.564 5.838
H 2.921 2.638 4.694
H 2.665 3.982 3.583
H 3.657 2.616 3.090
C -6.897 5.353 -2.661
C -8.288 5.286 -2.093
O -9.258 5.725 -2.648
S -8.515 4.486 -0.496
C -6.935 3.719 -0.238
C -5.950 4.360 0.507
C -4.723 3.757 0.713
C -4.448 2.498 0.167
C -5.445 1.857 -0.575
C -6.677 2.456 -0.764
C -3.172 1.890 0.375
C -2.083 1.378 0.552
H -6.927 5.978 -3.550
H -6.551 4.352 -2.924
H -6.198 5.750 -1.927
H -6.154 5.337 0.925
H -3.960 4.253 1.297
H -5.246 0.879 -0.993
H -7.449 1.948 -1.328
N 4.255 1.121 -2.443
C 3.319 1.473 -3.362
O 3.614 1.792 -4.499
C 1.887 1.482 -2.912
C 0.901 1.766 -3.846
C -0.419 1.772 -3.439
C -0.719 1.512 -2.113
N 0.228 1.261 -1.202
C 1.499 1.229 -1.609
H 5.188 0.991 -2.800
H 4.008 0.604 -1.617
H 1.194 1.974 -4.866
H -1.224 1.976 -4.131
H -1.736 1.501 -1.749
H 2.224 0.999 -0.841
N -0.327 -3.189 3.191
C -0.828 -2.247 2.367
N 0.057 -1.338 2.046
C 1.230 -1.691 2.722
C 2.476 -1.072 2.792
C 3.448 -1.676 3.565
C 3.206 -2.874 4.254
C 1.975 -3.496 4.199
C 1.000 -2.873 3.429
H -0.834 -3.989 3.525
H -1.853 -2.250 2.037
H 2.672 -0.153 2.260
H 4.424 -1.215 3.637
H 3.998 -3.316 4.844
H 1.778 -4.415 4.734
*
```



Here is 2 unconnected molecules or ions with the total composition C4H9N2O at a distorted geometry from the OMol25 dataset. Energies are from ωB97M-V/def2-TZVPD.

The gap between HOMO and LUMO is 10.36 eV. The calculation puts the calculated total energy at -9315.0397 eV. The calculation puts the lowest unoccupied orbital energy at -3.450 eV. The strongest force on any atom comes out at 0.0589 hartree/bohr. Its energy above the lowest of the compared OMol25 structures with the same formula, charge and spin is 0.9761 eV.

```
! wB97M-V def2-TZVPD RIJCOSX def2/J DEFGRID3
* xyz 1 1
C 0.598 -1.457 -0.855
C 0.335 0.010 -0.825
C -0.893 0.645 -1.014
N -0.671 1.910 -0.465
C 0.631 2.176 -0.385
N 1.221 0.974 -0.433
H 0.136 -1.881 -1.782
H 0.158 -1.987 -0.002
H 1.715 -1.696 -0.817
H -1.748 0.369 -1.604
H -1.348 2.671 -0.420
H 1.088 3.133 -0.228
H 2.203 0.899 -0.115
H -1.069 -2.685 2.784
H -1.412 -1.350 3.455
O -0.944 -1.732 2.706
*
```



Here is 2 unconnected molecules or ions with the total composition C3H8NO3 at a distorted geometry from the OMol25 dataset. Energies are from ωB97M-V/def2-TZVPD.

The gap between HOMO and LUMO is 7.14 eV. The calculation puts the calculated total energy at -10867.2667 eV. The calculation puts the lowest unoccupied orbital energy at 4.198 eV. The strongest force on any atom comes out at 0.1112 hartree/bohr. Its energy above the lowest of the compared OMol25 structures with the same formula, charge and spin is 8.5210 eV.

```
! wB97M-V def2-TZVPD RIJCOSX def2/J DEFGRID3
* xyz -1 1
C 1.444 0.764 0.396
C -0.039 0.909 0.680
C -0.893 0.701 -0.594
N -1.502 -0.663 -0.687
O -1.726 -1.250 0.475
O 0.124 -2.804 -0.222
O 0.324 -1.709 -1.146
H 1.588 -0.050 -0.190
H 2.068 1.599 -0.181
H 2.102 0.711 1.335
H -0.346 2.020 0.946
H -0.509 0.188 1.244
H -1.696 1.491 -0.823
H -0.306 0.613 -1.552
H -0.632 -2.520 0.317
*
```